15
Properties=species:S:1:pos:R:3:forces:R:3 method="wB97M-V/def2-TZVPD" gap_ev=10.52 lumo_ev=1.074 energy_ha=-345.59856 smiles=C1C[C@@H]2O[C@H]2CO1 relative_energy_kj_mol=541.9
C -0.03028 1.56307 0.05633 0.8 4.4 1.5
O -2.28842 0.17719 -0.00469 -1.7 -1.7 0.1
C -0.00154 -1.41825 -0.39155 1.6 2.3 -1.6
C -1.09839 0.64079 -0.41270 2.3 -0.6 -1.7
C -1.08972 -0.62973 0.34524 -0.1 0.7 1.5
C 1.17395 -0.47354 0.22284 0.5 -0.4 1.3
H 0.18027 1.87477 1.13328 -1.6 -1.0 -0.5
H -0.97495 -0.64734 1.49322 -0.2 0.3 -2.1
H 0.07288 -1.15335 -1.56254 -0.3 -1.5 2.8
O 1.07205 0.84682 -0.30181 2.8 -1.6 -0.8
H 2.25218 -0.79379 0.04891 -1.5 0.2 -0.2
H -0.76295 0.21854 -1.48266 -1.4 2.4 1.8
H 0.16822 2.63578 -0.37839 -1.0 -2.0 -0.1
H 0.26781 -2.41089 -0.16751 -0.3 -1.5 0.2
H 1.05889 -0.43006 1.40203 0.2 -0.2 -2.1